Record 1
82
Properties=species:S:1:pos:R:3:lowdin_charge:R:1 method="wB97M-V/def2-TZVPD" homo_lumo_gap_ev="3.39 / 3.39" homo_energy_ev="-12.16 / -12.15" lumo_energy_ev="-8.76 / -8.76" mol_weight_g_mol=652.957 charge=+2
C -0.65493 6.97220 -4.01160 0.003
C -0.83786 5.62979 -4.39441 -0.231
C -1.15219 5.32787 -5.72742 -0.008
C -1.27368 6.39151 -6.63340 -0.107
N -1.08436 7.66532 -6.26604 0.078
C -0.79760 7.96447 -4.99269 -0.105
C -0.70324 4.57414 -3.42718 0.103
C -0.48511 3.90888 -2.41846 0.071
C -0.72674 3.03393 -1.31519 -0.188
C 0.25980 2.77484 -0.35525 0.021
C 0.11770 1.66665 0.49303 -0.098
C -1.06998 0.92307 0.37358 -0.390
C -2.19676 1.37687 -0.32039 -0.108
C -2.00418 2.41343 -1.23981 0.035
Zn -0.39137 -1.12991 0.21822 0.623
P 1.90353 -1.50428 0.75395 0.961
H -1.28477 4.29652 -6.05779 0.118
H -0.39386 7.23782 -2.98486 0.121
H -1.53033 6.18113 -7.67549 0.119
H -0.67172 9.01573 -4.71766 0.120
H -2.77972 2.77585 -1.91842 0.146
H 1.12027 3.45235 -0.31105 0.147
H -3.19014 0.93714 -0.12519 0.118
H 0.90899 1.34956 1.22031 0.090
C 2.39488 -2.93021 1.82087 -0.373
C 3.35772 -3.92749 1.19834 -0.126
H 1.47828 -3.43904 2.15271 0.083
H 2.84748 -2.48786 2.72779 0.093
H 3.45952 -4.76119 1.90454 0.097
H 3.00309 -4.34399 0.24811 0.070
H 4.35784 -3.50534 1.04067 0.075
C 2.37731 -1.72997 -1.02921 -0.378
C 3.25629 -0.63785 -1.66154 -0.118
H 1.39822 -1.77587 -1.57108 0.029
H 2.84128 -2.73202 -1.16102 0.093
H 3.14566 -0.70197 -2.75086 0.090
H 2.98609 0.38828 -1.36615 0.071
H 4.32166 -0.78860 -1.44590 0.077
C 3.16582 -0.33037 1.41883 -0.388
C 4.62566 -0.79642 1.44866 -0.108
H 2.84131 -0.08903 2.44940 0.085
H 3.08891 0.58940 0.82428 0.064
H 5.23860 0.08479 1.69129 0.101
H 4.82413 -1.54912 2.21923 0.080
H 4.99957 -1.19524 0.49719 0.071
Br -2.06443 -0.36997 2.17438 0.698
P -2.35692 -3.20120 -1.51194 0.984
C -0.55630 -3.49982 -1.53246 -0.486
C -0.20827 -4.94590 -1.93036 -0.129
H -0.10123 -3.26503 -0.54604 0.015
H -0.10722 -2.80062 -2.25181 0.062
H 0.84942 -5.02453 -2.21298 0.075
H -0.39426 -5.64199 -1.10337 0.083
H -0.81457 -5.26005 -2.78924 0.080
C -2.92679 -3.10470 0.21533 -0.497
C -4.35663 -3.66253 0.36363 -0.142
H -2.87031 -2.08132 0.64939 -0.065
H -2.23466 -3.69490 0.84039 0.083
H -4.61374 -3.77464 1.42182 0.080
H -5.08827 -2.99804 -0.10336 0.076
H -4.41820 -4.64568 -0.11038 0.073
C -2.65117 -1.58466 -2.36154 -0.445
C -2.96396 -1.73466 -3.86151 -0.143
H -1.80507 -0.89800 -2.20911 0.039
H -3.50511 -1.11104 -1.85648 0.078
H -3.37166 -0.79040 -4.24242 0.077
H -2.06892 -1.98472 -4.44165 0.074
H -3.70555 -2.52284 -4.02955 0.076
N 0.14587 1.62778 3.76064 0.068
C 0.12357 1.16644 5.03987 -0.356
C 1.32778 0.94977 5.75914 -0.045
C 1.24847 0.59303 7.09949 -0.084
C -0.00009 0.44566 7.72474 -0.080
C -1.18951 0.55064 6.97789 -0.078
C -1.13484 0.92247 5.64266 -0.056
H 1.06298 1.75758 3.34558 0.071
H -0.54640 1.12851 3.14242 -0.037
H 2.27886 1.01581 5.22719 0.099
H 2.17056 0.38035 7.65857 0.115
H -0.04752 0.16834 8.77981 0.108
H -2.16429 0.30901 7.42885 0.116
H -2.03271 1.00615 5.01949 0.088



Record 2
92
Properties=species:S:1:pos:R:3:lowdin_spin:R:1 method="wB97M-V/def2-TZVPD" homo_lumo_gap_ev="5.68 / 5.87" spin_multiplicity=4 homo_energy_ev="-6.17 / -6.71" lumo_energy_ev="-0.49 / -0.84" mol_weight_g_mol=819.896 charge=0
Tc -0.32997 -0.20149 0.52544 2.650
C -5.33764 -1.35757 0.54481 0.000
N -4.30094 -2.35043 0.86703 0.000
C -3.82476 -2.25276 2.25225 0.001
P -3.28788 -2.67788 -0.38396 0.003
O -2.42403 -1.65925 -1.00238 0.038
O -2.41053 -3.89928 0.26728 0.001
P -0.80257 -3.82048 0.27970 0.003
O -0.29430 -2.49406 0.68115 0.024
N -0.39806 -5.05408 1.28725 0.000
C 0.98626 -4.99563 1.77338 0.000
C -1.33257 -5.65869 2.23042 0.000
N -0.25928 -4.28093 -1.21299 0.001
C -0.63416 -5.60979 -1.69192 0.000
C -0.30770 -3.26308 -2.27233 0.002
N -4.17457 -3.46370 -1.53615 0.001
C -4.56231 -2.76185 -2.75515 0.000
C -5.06869 -4.54366 -1.13474 0.000
H -6.24628 -1.59288 1.10238 0.000
H -5.56391 -1.38034 -0.52280 0.000
H -5.01984 -0.34571 0.80594 0.001
H -4.63014 -2.57263 2.91813 0.000
H -3.54649 -1.23021 2.51669 0.000
H -2.96429 -2.89818 2.40622 0.000
H 1.62985 -4.56756 1.00488 0.000
H 1.33001 -6.00688 1.99431 0.000
H 1.07092 -4.38476 2.67643 0.000
H -2.34586 -5.61279 1.84221 0.000
H -1.30184 -5.16577 3.20703 0.000
H -1.06254 -6.70743 2.36849 0.000
H -0.56566 -6.32808 -0.87885 0.000
H 0.05812 -5.90541 -2.48118 0.000
H -1.65299 -5.62477 -2.09821 0.000
H -0.04525 -2.29076 -1.86405 0.005
H -1.30371 -3.19474 -2.72176 0.000
H 0.41303 -3.52763 -3.04832 0.000
H -3.91291 -1.90051 -2.89863 0.000
H -5.60296 -2.41989 -2.70915 0.000
H -4.46182 -3.42679 -3.61756 0.000
H -4.76464 -4.93818 -0.16764 0.000
H -5.02424 -5.35048 -1.87099 0.000
H -6.10635 -4.19998 -1.05909 0.000
S -3.09911 0.98432 4.20536 0.054
C -2.22696 0.65235 2.82717 0.022
S -0.76502 -0.29771 2.93365 0.123
S -2.68460 1.13440 1.25568 0.081
C 2.58075 -0.93826 -2.41944 -0.008
C 2.49456 -0.02650 -1.18183 -0.002
C 2.30506 1.40103 -1.70558 0.004
C 1.35836 -0.58247 -0.33653 -0.092
C 3.76086 -0.12322 -0.31929 -0.004
C 4.03790 0.84759 0.64392 -0.002
C 5.16955 0.77176 1.44135 0.000
C 6.05013 -0.29315 1.31029 0.000
C 5.77622 -1.28057 0.37761 0.000
C 4.64505 -1.19498 -0.42535 0.000
H 1.70147 -0.76719 -3.04404 0.001
H 2.59458 -1.99626 -2.15196 0.000
H 3.47648 -0.70842 -3.00308 -0.002
H 1.37920 1.46498 -2.28146 0.002
H 3.14154 1.66159 -2.35954 0.000
H 2.26071 2.14582 -0.91345 0.000
H 1.62939 -1.61403 -0.08064 0.012
H 3.35271 1.67247 0.79057 0.000
H 5.36214 1.54905 2.17096 0.000
H 6.93212 -0.35535 1.93544 0.000
H 6.44402 -2.12666 0.26907 0.000
H 4.45685 -1.98941 -1.13616 0.000
N 1.98921 6.55235 0.94979 0.000
C 2.02723 7.87610 0.57737 0.001
C 2.88923 8.92297 0.89236 0.000
C 2.64241 10.13378 0.27803 0.001
C 1.57169 10.30131 -0.61684 0.000
C 0.72412 9.25879 -0.92920 0.001
C 0.96846 8.02046 -0.33406 0.000
N 0.32950 6.80973 -0.51293 0.002
C 0.95557 5.96886 0.26052 0.000
C 0.63464 4.54730 0.35690 0.008
C 1.11910 3.72597 1.36787 -0.002
C 0.81719 2.38138 1.36300 0.014
N 0.07107 1.80729 0.41283 0.020
C -0.44102 2.60923 -0.53370 0.026
C -0.19093 3.95535 -0.59494 -0.001
H 2.61372 6.09888 1.59122 0.000
H 3.72186 8.79473 1.57297 0.000
H 3.29376 10.97400 0.48264 0.000
H 1.41782 11.26985 -1.07402 0.000
H -0.09783 9.38077 -1.62303 0.000
H 1.71354 4.11731 2.18384 0.000
H 1.18269 1.72423 2.13888 0.002
H -1.07766 2.12793 -1.26273 0.009
H -0.62580 4.56721 -1.37301 0.000



Record 3
91
Properties=species:S:1:pos:R:3:lowdin_charge:R:1 method="wB97M-V/def2-TZVPD" homo_lumo_gap_ev="3.69 / 3.68" homo_energy_ev="-15.67 / -15.68" lumo_energy_ev="-11.99 / -12.00" mol_weight_g_mol=795.156 charge=+3
Pd -0.42603 -1.26881 0.26662 0.708
N -0.27343 -2.30161 2.73592 0.009
N -1.46633 -2.85161 3.24432 -0.058
C -2.48973 -3.21171 2.43952 -0.777
N -3.54453 -3.81461 2.98062 0.146
S -2.47663 -2.91091 0.78102 0.851
H 0.45477 -3.02121 2.66102 0.110
H 0.05277 -1.56571 3.36702 0.107
H -1.45963 -3.22611 4.19012 0.171
H -3.61913 -4.03351 3.96302 0.139
H -4.31413 -4.07951 2.38342 0.123
C 6.31517 0.78549 1.06482 -0.020
C 5.32207 0.65909 2.02522 -0.039
C 4.06527 0.19499 1.66742 -0.078
C 3.80337 -0.14761 0.34442 -0.359
C 4.80507 -0.01891 -0.62238 -0.078
C 6.05367 0.44489 -0.25358 -0.029
P 2.19507 -0.86391 -0.16788 1.263
C 2.02457 -0.20021 -1.86288 -0.359
C 1.77427 -0.98521 -2.98838 -0.067
C 1.71267 -0.38921 -4.23848 -0.037
C 1.90407 0.97779 -4.37848 -0.021
C 2.14207 1.76089 -3.25698 -0.031
C 2.17737 1.18249 -2.00198 -0.101
C 2.53587 -2.64311 -0.33738 -0.266
C 3.75427 -3.23001 -0.04688 -0.004
C 3.93397 -4.59341 -0.27408 0.005
C 2.91057 -5.37191 -0.77068 0.071
C 1.64847 -4.81491 -1.05528 -0.139
C 0.58157 -5.55691 -1.60658 0.047
C -0.60853 -4.94631 -1.94018 -0.017
C -0.78813 -3.57571 -1.72438 -0.116
C 0.18717 -2.84381 -1.06358 -0.157
C 1.45037 -3.42611 -0.80228 -0.224
H 7.29107 1.15089 1.34332 0.128
H 5.52847 0.92269 3.05132 0.123
H 3.28847 0.09209 2.41362 0.108
H 4.61307 -0.30291 -1.64648 0.120
H 6.82727 0.54079 -1.00028 0.127
H 1.64977 -2.05461 -2.89838 0.105
H 1.52737 -0.99591 -5.11048 0.126
H 1.87177 1.42589 -5.35908 0.128
H 2.32047 2.81849 -3.36988 0.123
H 2.36127 1.78969 -1.12628 0.105
H 4.56847 -2.63611 0.33972 0.121
H 4.89517 -5.03441 -0.06948 0.132
H 3.07007 -6.42401 -0.94978 0.144
H 0.72637 -6.60771 -1.81298 0.139
H -1.41443 -5.51551 -2.37528 0.131
H -1.70833 -3.10611 -2.05678 0.111
C -1.19903 0.54359 -2.32788 -0.083
N -1.10583 1.87199 -1.74678 -0.264
C -1.99843 2.83369 -2.37578 -0.075
P -0.51103 2.13889 -0.23248 0.538
O 0.16017 0.98119 0.39352 -0.388
O -1.83793 2.56689 0.67922 -0.256
P -2.88523 1.41039 1.14842 0.509
O -2.38433 0.06549 0.81892 -0.385
N -4.26743 1.78249 0.31322 -0.299
C -5.27063 0.73809 0.25782 -0.083
C -4.76233 3.12429 0.10052 -0.099
N -3.06373 1.61949 2.79062 -0.297
C -2.30253 0.79219 3.69742 -0.098
C -3.67973 2.78969 3.37572 -0.068
N 0.46897 3.46969 -0.14778 -0.299
C 1.18617 3.65909 1.10202 -0.084
C 0.28447 4.67469 -0.92628 -0.078
H -0.69423 0.53329 -3.29508 0.087
H -2.24543 0.25999 -2.47568 0.105
H -0.71683 -0.20861 -1.67608 0.025
H -1.64383 3.07019 -3.38118 0.104
H -2.05163 3.74489 -1.78908 0.073
H -3.00523 2.41879 -2.46048 0.093
H -4.76963 -0.22951 0.22462 0.067
H -5.87203 0.86509 -0.64418 0.099
H -5.95003 0.77229 1.11612 0.098
H -3.95873 3.84029 0.25632 0.081
H -5.60563 3.35769 0.75942 0.094
H -5.12703 3.21199 -0.92728 0.095
H -1.93813 -0.07681 3.14832 0.040
H -2.94343 0.47229 4.52152 0.097
H -1.45863 1.34689 4.12022 0.096
H -4.52973 3.11159 2.77812 0.075
H -2.97123 3.61949 3.45182 0.097
H -4.02113 2.54059 4.38122 0.099
H 1.33747 2.69399 1.58392 0.068
H 0.64787 4.32929 1.77862 0.101
H 2.16127 4.10359 0.89282 0.098
H 0.20787 4.43099 -1.98098 0.078
H 1.15557 5.31159 -0.78718 0.099
H -0.59343 5.24219 -0.61138 0.098



The calculation returns the following calculated total energy values, one per record and in order: -6353.0574, -3775.4999, -3366.5661 Eh.